C15H39ClO4PPdS2Si4 as an isolated structure. Source: OMol25; level of theory: ωB97M-V/def2-TZVPD.

Its total charge is -2. Its multiplicity is 4. The value obtained for the HOMO-LUMO gap (alpha / beta) is 1.725 / 6.042 eV. The value obtained for the HOMO energy (alpha / beta) is 2.921 / -2.724 eV.

```
67
C15H39ClO4PPdS2Si4 | OMol25 | ωB97M-V/def2-TZVPD
Pd 0.726 -0.830 -0.811
C -2.874 -5.209 -2.740
C -2.770 -3.821 -3.332
O -2.371 -2.861 -2.346
P -1.039 -2.051 -2.790
S -1.071 -0.155 -2.104
S 0.666 -2.786 -2.135
O -0.989 -2.224 -4.427
C 0.097 -1.481 -5.144
C 1.144 -2.483 -5.687
H -3.679 -5.732 -3.239
H -3.070 -5.049 -1.682
H -1.961 -5.807 -2.933
H -3.751 -3.440 -3.639
H -2.256 -3.747 -4.270
H 0.647 -0.791 -4.462
H -0.269 -0.959 -6.040
H 1.785 -2.851 -4.873
H 1.712 -2.028 -6.508
H 0.639 -3.251 -6.290
Cl 5.450 -0.580 -1.287
C 4.959 -0.769 0.375
C 3.477 -0.512 0.311
O 2.662 -1.466 -0.029
O 2.971 0.620 0.632
H 5.384 0.018 0.949
H 5.256 -1.791 0.674
C 0.061 0.806 4.349
Si 1.289 0.404 2.854
C 1.948 -1.326 3.422
C 2.617 1.704 3.180
Si 0.149 0.664 0.778
Si 0.431 3.052 0.253
C 0.393 4.151 1.893
C -1.096 3.665 -0.690
C 2.035 3.352 -0.670
Si -2.238 0.592 1.387
C -2.683 2.040 2.559
C -2.232 -1.012 2.391
C -3.624 0.642 0.164
H -0.251 1.833 4.275
H 0.604 0.578 5.329
H -0.828 0.135 4.280
H 1.192 -2.076 3.181
H 1.917 -1.196 4.498
H 2.914 -1.633 2.911
H 3.197 1.409 4.060
H 2.100 2.658 3.364
H 3.365 1.782 2.428
H 0.393 5.240 1.575
H 1.303 4.088 2.493
H -0.443 4.014 2.531
H -0.775 3.878 -1.706
H -1.547 4.545 -0.299
H -1.864 2.885 -0.756
H 2.897 2.912 -0.090
H 2.171 4.474 -0.561
H 2.043 3.006 -1.728
H -2.039 1.887 3.393
H -3.703 1.960 2.959
H -2.501 2.962 2.008
H -1.292 -1.572 2.428
H -3.012 -1.662 2.106
H -2.487 -0.717 3.457
H -3.903 -0.361 -0.113
H -3.492 1.283 -0.783
H -4.482 0.991 0.716
```

One molecule with the formula C2HClO. Source: OMol25; level of theory: ωB97M-V/def2-TZVPD.

Its multiplicity is 1. The value obtained for the HOMO-LUMO gap is 9.166 eV. As for the SMILES: OC#CCl. The value obtained for the HOMO energy is -9.213 eV.

```
5
C2HClO | OMol25 | ωB97M-V/def2-TZVPD
C -0.310 0.198 -0.199
C 0.382 0.017 0.895
O -0.940 -0.298 -1.210
Cl 1.147 0.912 2.099
H -0.279 -0.829 -1.585
```

A 3-piece molecular cluster, C7H17NO overall. Source: OMol25; level of theory: ωB97M-V/def2-TZVPD.

Its multiplicity is 1. The value obtained for the HOMO-LUMO gap (alpha / beta) is 6.662 / 6.976 eV. The value obtained for the HOMO energy (alpha / beta) is -5.917 / -6.143 eV.

```
26
C7H17NO | OMol25 | ωB97M-V/def2-TZVPD
C 1.418 0.358 -0.139
C -0.924 0.691 0.089
C -1.097 -0.602 -0.338
C 2.030 -0.752 0.663
C 1.784 0.369 -1.598
C -3.257 0.212 -0.170
C -1.075 -1.795 0.553
N 1.590 1.640 0.525
O -0.872 1.022 1.395
H -0.108 1.658 1.452
H -0.947 1.494 -0.644
H -1.091 -0.755 -1.410
H 1.774 2.397 -0.125
H 2.338 1.656 1.219
H 1.906 -1.719 0.176
H 1.593 -0.813 1.662
H 3.119 -0.600 0.791
H 2.855 0.589 -1.751
H 1.579 -0.598 -2.063
H 1.221 1.128 -2.151
H -3.447 1.224 -0.512
H -3.469 0.054 0.882
H -3.679 -0.540 -0.829
H -2.029 -2.324 0.484
H -0.290 -2.489 0.250
H -0.922 -1.509 1.591
```

C31H22AsN7O3SW as an isolated structure. Source: OMol25; level of theory: ωB97M-V/def2-TZVPD.

Its total charge is +2. Its multiplicity is 1. The value obtained for the HOMO-LUMO gap (alpha / beta) is 5.827 / 5.826 eV. The value obtained for the HOMO energy (alpha / beta) is -13.452 / -13.452 eV.

```
66
C31H22AsN7O3SW | OMol25 | ωB97M-V/def2-TZVPD
W 1.377 -0.323 0.633
N -3.191 3.376 6.487
C -2.670 2.821 5.386
C -1.542 1.969 5.479
C -1.009 1.403 4.359
C -1.584 1.667 3.102
C -2.707 2.509 2.992
C -3.240 3.072 4.116
S -0.936 1.003 1.702
O -1.799 1.215 0.577
O -0.441 -0.409 1.963
N 0.607 1.464 1.333
C 0.977 2.284 0.265
N 0.763 3.560 0.136
C 1.337 4.110 -0.942
C 2.135 3.391 -1.824
C 2.285 2.036 -1.606
N 1.655 1.479 -0.568
H -2.795 3.204 7.395
H -3.993 3.979 6.438
H -1.104 1.765 6.448
H -0.156 0.747 4.449
H -3.144 2.703 2.023
H -4.106 3.716 4.039
H 1.167 5.171 -1.083
H 2.622 3.874 -2.658
H 2.891 1.395 -2.231
O 3.276 -0.709 0.481
N 3.336 0.171 1.547
C 2.633 -0.411 2.552
C 2.051 -1.702 2.330
N 1.425 -2.489 1.723
C 2.456 0.300 3.781
N 2.297 0.867 4.765
C -2.558 -5.319 -1.183
C -2.745 -4.514 -0.069
C -2.095 -3.292 0.019
C -1.257 -2.906 -1.019
C -1.063 -3.701 -2.147
C -1.722 -4.916 -2.218
As -0.368 -1.221 -0.956
C -0.609 -0.083 -2.482
C -1.718 0.692 -2.774
C -1.667 1.530 -3.881
C -0.515 1.603 -4.656
C 0.602 0.845 -4.339
C 0.567 -0.007 -3.240
C 1.673 -0.870 -2.791
C 2.827 -1.134 -3.504
C 3.712 -2.115 -3.058
C 3.431 -2.891 -1.942
C 2.277 -2.652 -1.218
C 1.439 -1.581 -1.579
H -3.069 -6.270 -1.248
H -3.398 -4.836 0.731
H -2.232 -2.659 0.887
H -0.414 -3.382 -2.953
H -1.584 -5.550 -3.083
H -2.611 0.641 -2.167
H -2.532 2.124 -4.144
H -0.491 2.254 -5.520
H 1.491 0.918 -4.953
H 3.025 -0.627 -4.440
H 4.610 -2.311 -3.630
H 4.095 -3.693 -1.655
H 2.025 -3.285 -0.379
```

How do the records compare in energy above the lowest of the compared OMol25 structures with the same formula, charge and spin? In the order shown, they have 58.92; 53.83; 135.39; 0.00 kcal/mol.